332
Properties=species:S:1:pos:R:3:mulliken_charge:R:1 method="wB97M-V/def2-TZVPD" charge=+5 total_energy_ha=-7522.80615 largest_force_ev_per_a=6.55 multiplicity=1 mol_weight_da=1841.8
C -1.62 -13.75 -0.25 -1.47
C -2.28 -12.75 -1.27 -0.68
C -2.75 -13.34 -2.54 -0.53
C -3.21 -12.25 -3.55 -0.42
N -3.81 -12.77 -4.80 0.21
C -4.70 -11.67 -5.51 -0.74
C -5.97 -11.62 -4.68 -0.50
C -6.16 -13.11 -4.23 -0.62
C -4.90 -13.84 -4.75 -0.68
C -2.71 -13.11 -5.74 -0.91
H -2.27 -14.58 0.07 0.35
H -1.38 -13.24 0.68 0.40
H -0.69 -14.04 -0.67 0.38
H -1.52 -12.08 -1.44 0.38
H -3.07 -12.18 -0.74 0.41
H -3.54 -14.03 -2.31 0.36
H -2.06 -14.02 -2.99 0.34
H -2.32 -11.63 -3.74 0.20
H -3.91 -11.58 -3.05 0.29
H -4.80 -11.94 -6.55 0.48
H -4.22 -10.73 -5.45 0.40
H -6.79 -11.19 -5.25 0.43
H -5.86 -10.94 -3.83 0.25
H -7.04 -13.53 -4.69 0.37
H -6.33 -13.17 -3.22 0.36
H -5.08 -14.19 -5.81 0.44
H -4.57 -14.64 -4.09 0.40
H -2.19 -12.12 -5.98 0.38
H -3.02 -13.59 -6.70 0.41
H -1.91 -13.77 -5.32 0.30
C -3.54 -5.91 0.47 -0.93
N -2.43 -4.96 0.83 0.54
C -2.67 -4.48 2.22 -1.08
C -1.01 -5.52 0.81 -0.55
C -2.44 -3.74 -0.19 -0.09
C -3.74 -3.14 -0.54 -0.30
O -4.35 -2.48 0.51 -0.58
H -3.47 -6.22 -0.57 0.26
H -4.54 -5.52 0.66 0.38
H -3.40 -6.76 1.10 0.43
H -2.79 -5.33 2.82 0.50
H -3.62 -3.98 2.30 0.43
H -1.90 -3.82 2.66 0.29
H -0.38 -4.86 1.41 0.33
H -0.67 -5.42 -0.26 0.13
H -1.04 -6.60 1.10 0.27
H -2.13 -4.18 -1.13 -0.26
H -1.70 -3.11 0.21 0.48
H -4.41 -3.87 -1.02 0.24
H -3.57 -2.42 -1.31 0.18
H -4.21 -1.49 0.32 0.39
C -3.45 1.87 -9.92 -1.25
C -3.35 0.50 -9.30 -0.73
C -2.56 0.55 -8.02 -0.65
C -2.39 -0.79 -7.33 -1.31
P -1.76 -0.75 -5.68 1.33
C -2.87 -1.66 -4.56 -0.25
C -2.99 -3.11 -5.03 -0.47
C -4.41 -3.68 -4.74 0.01
C -5.34 -3.23 -5.79 -1.31
C -0.17 -1.52 -5.60 -1.38
C 0.98 -0.95 -6.45 -0.66
C 2.13 -1.88 -6.73 0.10
C 3.13 -1.27 -7.75 -1.34
C -1.76 0.90 -5.07 -0.70
C -3.07 1.44 -4.64 -0.92
C -3.16 2.91 -4.47 -0.38
C -4.26 3.19 -3.44 -1.64
H -4.41 2.30 -9.55 0.28
H -3.59 1.80 -11.00 0.41
H -2.59 2.54 -9.69 0.29
H -2.85 -0.14 -9.99 0.46
H -4.29 0.06 -9.07 0.44
H -3.17 1.12 -7.32 0.06
H -1.68 1.09 -8.13 0.65
H -1.93 -1.54 -7.96 0.85
H -3.41 -1.16 -7.19 0.38
H -3.81 -1.16 -4.59 0.97
H -2.39 -1.57 -3.58 -0.55
H -2.24 -3.74 -4.51 -0.08
H -2.95 -3.29 -6.14 0.29
H -4.86 -3.49 -3.71 -0.08
H -4.33 -4.76 -4.81 0.26
H -6.32 -3.71 -5.77 0.42
H -4.90 -3.27 -6.82 0.30
H -5.68 -2.18 -5.82 0.29
H -0.39 -2.55 -5.82 0.86
H 0.16 -1.61 -4.54 0.32
H 1.34 0.00 -6.12 0.40
H 0.44 -0.81 -7.42 0.28
H 1.68 -2.77 -7.07 0.56
H 2.52 -2.07 -5.75 -0.25
H 3.80 -2.07 -8.18 0.21
H 3.77 -0.49 -7.26 0.29
H 2.61 -0.76 -8.54 0.51
H -1.27 1.55 -5.75 0.84
H -0.98 0.78 -4.34 0.40
H -3.28 0.90 -3.69 0.08
H -3.83 1.09 -5.39 0.60
H -3.37 3.46 -5.38 0.47
H -2.28 3.38 -4.04 0.32
H -4.35 4.22 -3.17 0.48
H -4.03 2.59 -2.58 0.33
H -5.20 2.84 -3.75 0.43
C 3.49 -2.56 10.57 -1.27
C 4.47 -3.19 11.62 -0.40
C 3.77 -3.90 12.76 -0.50
C 4.44 -3.72 14.18 -0.96
P 4.90 -4.96 15.25 -0.21
C 5.58 -4.32 16.79 -0.41
C 6.94 -3.65 16.58 -0.83
C 7.07 -2.27 17.27 -0.74
C 6.54 -1.03 16.47 -0.96
C 2.73 -4.75 16.79 -1.30
C 3.15 -5.84 15.92 -0.41
C -8.27 -2.03 12.98 -0.42
C -7.66 -1.33 13.99 -0.50
C 5.91 -6.11 14.37 -0.83
C 6.25 -7.57 14.99 -0.75
C 5.45 -8.71 14.33 -0.36
C 6.31 -9.95 14.04 -1.62
H 4.16 -2.19 9.80 0.37
H 2.98 -1.73 11.14 0.33
H 2.77 -3.20 10.06 0.32
H 5.01 -2.32 12.00 0.30
H 5.10 -3.86 11.07 0.33
H 3.54 -5.00 12.54 0.36
H 2.78 -3.48 13.03 0.34
H 3.94 -2.85 14.70 0.63
H 5.43 -3.19 14.08 0.36
H 5.53 -5.10 17.57 0.49
H 4.76 -3.53 16.98 0.57
H 7.06 -3.54 15.49 0.47
H 7.73 -4.29 16.95 0.38
H 8.16 -2.10 17.46 0.42
H 6.43 -2.41 18.12 0.36
H 7.38 -0.33 16.11 0.30
H 5.91 -0.39 17.15 0.29
H 5.92 -1.30 15.66 0.21
H 2.17 -3.96 16.38 0.37
H 2.96 -4.60 17.87 0.40
H 3.41 -6.72 16.51 0.38
H 2.41 -5.96 15.04 0.30
H -8.94 -1.53 12.32 0.32
H -8.23 -3.18 12.95 0.27
H -8.71 -1.50 14.50 0.26
H -7.41 -0.30 13.96 0.34
H -6.87 -1.95 14.44 0.26
H 6.77 -5.37 14.57 0.38
H 5.81 -6.20 13.27 0.49
H 6.13 -7.51 16.12 0.36
H 7.33 -7.63 14.88 0.53
H 4.93 -8.43 13.47 0.44
H 4.61 -8.93 14.98 0.31
H 5.80 -10.87 14.10 0.40
H 7.00 -9.98 14.84 0.41
H 6.92 -10.00 13.25 0.45
C 0.51 11.42 -3.56 -1.29
C -0.14 12.24 -4.64 -0.62
C -1.62 11.86 -4.81 -0.08
C -2.27 12.65 -5.95 -1.37
P -3.86 11.95 -6.41 1.21
C -4.53 12.89 -7.81 -1.44
C -5.91 12.53 -8.35 -1.08
C -7.11 12.71 -7.48 0.22
C -7.26 14.27 -7.21 -1.53
C -3.63 10.25 -6.96 -0.77
C -3.15 10.17 -8.41 -1.14
C -3.14 8.69 -9.02 -0.60
C -2.39 7.65 -8.21 -1.10
C -5.02 11.96 -5.05 -1.17
C -5.27 13.31 -4.42 -0.43
C -6.03 13.13 -3.07 -0.54
C -5.48 12.04 -2.19 -1.12
H 0.67 10.34 -3.85 0.24
H 0.00 11.45 -2.58 0.29
H 1.50 11.82 -3.31 0.47
H 0.47 12.21 -5.58 0.38
H -0.05 13.30 -4.37 0.36
H -2.08 12.15 -3.85 -0.01
H -1.58 10.79 -4.92 0.23
H -1.59 12.67 -6.77 0.82
H -2.37 13.69 -5.67 0.75
H -3.73 12.79 -8.54 0.67
H -4.51 14.00 -7.55 0.65
H -5.72 11.52 -8.76 0.27
H -5.94 13.12 -9.30 0.43
H -7.12 12.07 -6.50 -0.01
H -8.00 12.48 -8.03 0.46
H -7.54 14.75 -8.13 0.42
H -6.31 14.69 -6.85 0.41
H -8.06 14.31 -6.53 0.39
H -4.50 9.67 -6.63 0.65
H -2.79 9.81 -6.46 0.41
H -2.14 10.49 -8.39 0.52
H -3.67 10.84 -9.10 0.38
H -2.75 8.81 -10.07 0.33
H -4.25 8.50 -9.10 0.33
H -2.85 7.35 -7.26 0.28
H -1.37 8.03 -8.01 0.29
H -2.29 6.69 -8.74 0.36
H -4.69 11.19 -4.31 0.57
H -5.97 11.51 -5.42 0.63
H -5.87 13.99 -5.06 -0.14
H -4.25 13.72 -4.33 0.41
H -7.05 12.90 -3.40 0.33
H -5.98 14.14 -2.60 0.40
H -5.87 11.04 -2.47 0.29
H -5.63 12.03 -1.14 0.43
H -4.41 12.05 -2.27 0.16
C 9.41 -3.55 -1.92 -1.24
C 8.40 -4.07 -0.91 -0.64
C 6.93 -3.87 -1.42 -0.26
C 6.47 -2.37 -1.20 -1.62
P 4.70 -2.28 -1.40 0.85
C 4.17 -2.94 -2.97 -0.30
C 5.14 -2.60 -4.14 -1.38
C 5.26 -3.71 -5.23 -0.23
C 6.09 -3.30 -6.43 -1.20
C 3.66 -2.77 -0.05 -0.20
C 3.89 -4.15 0.60 -1.44
C 3.73 -5.37 -0.30 -0.53
C 2.15 -5.36 -0.70 -1.05
C 4.48 -0.53 -1.63 -0.73
C 4.71 0.22 -0.40 -0.38
C 4.92 1.69 -0.62 -0.33
C 6.08 1.89 -1.61 -1.52
H 9.47 -3.98 -2.93 0.35
H 10.50 -3.62 -1.61 0.35
H 9.28 -2.49 -2.24 0.27
H 8.61 -3.68 0.07 0.39
H 8.58 -5.14 -0.92 0.36
H 6.26 -4.46 -0.72 -0.24
H 6.77 -4.25 -2.36 0.57
H 6.97 -1.70 -1.93 0.59
H 6.63 -2.09 -0.22 0.99
H 3.13 -2.52 -3.05 0.09
H 3.92 -4.05 -2.85 0.47
H 6.13 -2.27 -3.80 0.84
H 4.77 -1.76 -4.68 0.51
H 4.20 -3.88 -5.56 0.25
H 5.70 -4.64 -4.78 0.38
H 5.55 -2.69 -7.17 0.07
H 6.62 -4.12 -6.89 0.41
H 6.93 -2.63 -6.06 0.29
H 2.68 -2.74 -0.51 0.29
H 3.59 -1.89 0.61 0.40
H 3.19 -4.27 1.40 0.54
H 4.91 -4.13 1.08 0.42
H 3.88 -6.23 0.35 0.60
H 4.42 -5.55 -1.12 0.34
H 1.58 -5.20 0.22 -0.08
H 1.90 -6.25 -1.17 0.82
H 1.97 -4.60 -1.50 0.16
H 3.52 -0.25 -2.05 0.31
H 5.18 -0.28 -2.43 0.64
H 5.53 -0.19 0.17 0.45
H 3.76 0.15 0.15 -0.05
H 5.01 2.15 0.35 0.51
H 4.07 2.13 -1.14 -0.07
H 5.75 1.69 -2.62 0.39
H 6.98 1.27 -1.44 0.28
H 6.26 2.94 -1.63 0.50
C -0.87 7.31 -1.98 -1.06
C -1.79 7.14 -0.78 -0.62
C -1.06 6.25 0.25 0.14
C -0.11 7.16 1.19 -0.97
P 0.64 6.19 2.58 1.19
C 1.31 4.57 1.90 -0.82
C 1.88 3.59 2.98 -1.40
C 2.51 2.41 2.28 0.38
C 3.40 1.65 3.28 -1.45
C 2.06 7.16 3.35 -0.93
C 2.69 8.14 2.45 -0.75
C 3.43 7.54 1.24 0.04
C 4.22 8.55 0.41 -1.41
C -0.44 5.87 3.91 -1.46
C -1.54 4.86 3.61 -0.09
C -2.51 4.61 4.77 -0.41
C -3.57 3.64 4.36 -1.44
H -0.06 8.01 -1.73 0.25
H -1.45 7.66 -2.84 0.35
H -0.42 6.36 -2.30 0.27
H -2.68 6.58 -1.01 0.35
H -2.20 8.15 -0.41 0.32
H -0.46 5.47 -0.27 0.14
H -1.86 5.75 0.84 -0.24
H -0.68 8.03 1.57 0.57
H 0.74 7.44 0.58 0.38
H 2.02 4.66 1.11 0.80
H 0.41 4.17 1.45 0.37
H 1.06 3.35 3.63 0.56
H 2.54 4.09 3.68 0.54
H 3.27 2.97 1.72 -0.01
H 1.74 1.83 1.75 0.13
H 3.87 0.81 2.85 0.36
H 2.83 1.20 4.15 0.35
H 4.17 2.37 3.68 0.35
H 2.89 6.50 3.70 0.37
H 1.64 7.60 4.25 0.58
H 3.44 8.76 2.97 0.56
H 1.90 8.85 2.18 0.23
H 2.74 7.14 0.57 0.20
H 4.08 6.70 1.64 0.24
H 3.62 9.25 -0.16 0.30
H 4.86 8.09 -0.36 0.39
H 4.91 9.10 1.13 0.32
H -0.87 6.73 4.36 0.74
H 0.28 5.49 4.62 0.58
H -1.04 3.94 3.36 0.10
H -2.20 5.05 2.67 -0.17
H -3.01 5.55 5.06 0.32
H -1.97 4.32 5.70 0.36
H -3.21 2.73 3.84 0.31
H -4.30 3.93 3.63 0.39
H -4.16 3.32 5.21 0.40
C -0.08 1.44 -1.26 0.27
F -0.73 2.15 -2.19 -0.21
F 1.18 1.99 -1.12 -0.20
F -0.77 1.58 -0.11 -0.18
S 0.26 -0.30 -1.84 0.42
O 0.79 -0.06 -3.13 -0.83
O 1.24 -0.75 -0.84 -0.31
O -1.07 -0.89 -1.81 -0.35
C -1.68 -8.20 -2.96 0.46
F -1.02 -9.01 -3.83 -0.27
F -2.99 -8.48 -3.13 -0.30
F -1.21 -8.49 -1.79 -0.24
S -1.53 -6.37 -3.29 1.22
O -1.34 -6.30 -4.70 -0.60
O -2.81 -6.01 -2.72 -0.64
O -0.47 -5.83 -2.44 -0.62